[1]
The following is a quantum chemistry calculation of C20H27BrNO2PSn as an isolated structure in a non-equilibrium geometry, from the Open Molecules 2025 dataset.

Computed properties:
Highest occupied orbital energy = -8.058 eV
LUMO level = 0.39 eV
Frontier orbital gap = 8.449 eV
Charge = 0
Largest force on an atom = 1.8 eV/A

Each line ends with the natural charge from an NBO analysis.
Element x y z (Å)
C 1.26 3.88 -2.71  -0.211
C 2.22 3.24 -1.94  -0.238
C 1.89 2.10 -1.19  0.059
C 0.59 1.60 -1.24  -0.422
C -0.38 2.25 -2.02  -0.052
C -0.03 3.36 -2.78  -0.215
C 3.00 1.46 -0.39  -0.480
C 2.77 1.33 1.12  -0.210
N 1.34 1.16 1.54  -0.486
Sn 0.08 -0.18 -0.06  1.394
C -1.83 1.78 -2.02  -0.740
P -2.25 1.33 -0.29  0.934
H 3.25 3.60 -1.90  0.207
H -0.80 3.81 -3.40  0.209
H 1.52 4.77 -3.28  0.215
H -1.97 0.90 -2.66  0.261
H -2.52 2.58 -2.32  0.224
H 3.21 0.44 -0.77  0.259
H 3.91 2.06 -0.51  0.216
H 3.34 0.47 1.50  0.225
C -3.72 0.29 -0.29  -0.959
C -2.60 2.93 0.48  -0.962
H 3.15 2.23 1.64  0.182
C 0.74 2.50 1.78  -0.426
C 1.31 0.43 2.83  -0.423
H -0.97 -0.91 -1.28  -0.290
H 1.32 3.00 2.57  0.189
H 0.77 3.11 0.87  0.227
H -0.30 2.40 2.11  0.208
H 1.76 1.07 3.62  0.187
H 0.28 0.20 3.11  0.218
H 1.88 -0.50 2.74  0.221
H -3.50 3.37 0.04  0.225
H -2.75 2.77 1.56  0.240
H -1.75 3.62 0.35  0.254
H -4.59 0.86 -0.62  0.225
H -3.56 -0.58 -0.95  0.266
H -3.87 -0.07 0.74  0.248
H -0.81 -0.94 1.27  -0.236
Br 0.15 -3.08 -2.39  0.085
C 0.00 -3.90 -0.67  -0.055
C -1.03 -4.82 -0.46  -0.239
C -1.11 -5.51 0.75  -0.201
C -0.20 -5.24 1.77  -0.233
C 0.80 -4.28 1.58  -0.116
C 0.92 -3.62 0.36  -0.200
C 2.06 -2.64 0.16  0.795
O 3.21 -3.01 0.39  -0.599
O 1.74 -1.42 -0.24  -0.862
H -1.76 -5.00 -1.24  0.227
H -1.88 -6.27 0.89  0.218
H -0.26 -5.77 2.72  0.216
H 1.52 -4.04 2.37  0.220



[2]
The following is a quantum chemistry calculation of one molecule with the formula C17H13N5O3S in a non-equilibrium geometry, from the Open Molecules 2025 dataset.

Computed properties:
Highest occupied orbital energy = -8.821 eV
SMILES = O=C1COc2ccc(C(=O)CSc3nnnn3-c3ccccc3)cc2N1
LUMO level = -0.09 eV
Frontier orbital gap = 8.728 eV
Charge = 0
Largest force on an atom = 1.8 eV/A

Each line ends with the natural charge from an NBO analysis.
Element x y z (Å)
O -4.95 -2.18 1.46  -0.579
C -4.38 -1.43 0.71  0.652
C -4.53 -1.50 -0.80  -0.166
O -4.28 -0.30 -1.51  -0.468
C -3.31 0.51 -1.03  0.279
C -2.76 1.48 -1.87  -0.243
C -1.79 2.33 -1.39  -0.144
C -1.32 2.23 -0.08  -0.181
C -0.27 3.17 0.35  0.558
O -0.02 4.18 -0.26  -0.502
C 0.53 2.82 1.60  -0.626
S 1.16 1.11 1.56  0.289
C 2.54 1.35 0.55  0.158
N 3.04 2.52 0.22  -0.328
N 4.07 2.27 -0.57  -0.036
N 4.24 1.03 -0.75  -0.064
N 3.28 0.38 -0.06  -0.232
C 3.20 -1.02 -0.07  0.204
C 3.84 -1.70 -1.10  -0.232
C 3.78 -3.08 -1.14  -0.191
C 3.08 -3.78 -0.17  -0.209
C 2.45 -3.10 0.86  -0.194
C 2.51 -1.71 0.92  -0.251
C -1.89 1.28 0.77  -0.207
C -2.87 0.43 0.30  0.137
N -3.50 -0.49 1.14  -0.613
H -3.84 -2.28 -1.16  0.201
H -5.55 -1.80 -1.05  0.229
H -3.12 1.55 -2.88  0.233
H -1.36 3.08 -2.03  0.241
H -0.10 2.89 2.48  0.248
H 1.38 3.49 1.68  0.288
H 4.38 -1.14 -1.84  0.246
H 4.27 -3.61 -1.94  0.221
H 3.03 -4.86 -0.20  0.219
H 1.91 -3.64 1.62  0.220
H 2.03 -1.19 1.73  0.223
H -1.59 1.20 1.80  0.206
H -3.30 -0.45 2.14  0.415



[3]
The following is a quantum chemistry calculation of C16H13Br12N2O4 as an isolated structure in a non-equilibrium geometry, from the Open Molecules 2025 dataset.

Computed properties:
Highest occupied orbital energy = -4.393 eV
LUMO level = 0.89 eV
Frontier orbital gap = 5.281 eV
Charge = -1
Largest force on an atom = 8.6 eV/A

Each line ends with the natural charge from an NBO analysis.
Element x y z (Å)
N -2.95 0.46 -0.62  -0.856
C -1.90 1.55 -0.93  -0.263
C -0.77 1.40 0.29  -0.057
C -0.77 2.34 1.48  -0.259
C 0.36 2.12 2.70  0.509
O 0.92 3.14 3.34  -0.473
C 0.72 0.51 3.00  -0.093
C 1.03 -0.10 4.50  -0.022
C 0.98 0.93 5.79  0.679
O -0.06 0.74 6.65  -0.711
O 1.96 2.04 6.01  -0.757
C 1.33 -1.74 4.63  -0.183
C 1.33 -2.73 3.31  -0.266
C 1.03 -2.13 1.79  0.187
N 1.02 -3.13 0.65  -0.858
C 0.73 -0.52 1.68  -0.168
C 0.37 0.18 0.21  0.534
O 0.96 -0.17 -0.94  -0.596
H -3.02 -0.22 -1.41  0.362
H -3.89 0.88 -0.46  0.363
H -2.47 2.59 -0.88  0.206
H -1.40 1.40 -1.98  0.223
H -1.56 3.20 1.52  0.240
H 1.50 -2.14 5.72  0.247
H 1.54 -3.88 3.44  0.226
H 1.96 -3.55 0.48  0.380
H 0.75 -2.68 -0.27  0.395
C 0.28 5.05 -2.27  -0.495
Br -1.24 4.44 -3.31  0.074
Br -0.27 6.10 -0.72  0.083
Br 1.45 3.58 -1.76  0.127
H 0.87 5.71 -2.91  0.222
C -1.43 -6.42 0.66  -0.488
Br -1.07 -7.03 -1.15  0.068
Br 0.15 -6.55 1.79  0.086
Br -2.19 -4.63 0.69  0.110
H -2.18 -7.09 1.09  0.223
C 0.97 -7.95 -4.95  -0.493
Br 1.90 -6.26 -4.68  0.097
Br 1.45 -9.26 -3.61  0.089
Br -0.95 -7.71 -5.08  0.087
H 1.31 -8.34 -5.92  0.225
C 0.25 9.11 -3.41  -0.492
Br 1.67 8.37 -4.52  0.080
Br 0.59 10.96 -2.93  0.086
Br -1.50 8.89 -4.24  0.089
H 0.23 8.53 -2.48  0.234



[4]
The following is a quantum chemistry calculation of an isolated ion of composition CH3O4S2 and charge -1 in a non-equilibrium geometry, from the Open Molecules 2025 dataset.

Computed properties:
Highest occupied orbital energy = -4.433 eV
LUMO level = 3.72 eV
Frontier orbital gap = 8.155 eV
Charge = -1
Largest force on an atom = 3.6 eV/A

Each line ends with the natural charge from an NBO analysis.
Element x y z (Å)
C 0.96 -0.62 -1.99  -0.980
O -0.73 -0.66 2.92  -1.023
O 0.50 -0.34 0.88  -1.048
O -0.82 0.92 -0.93  -0.987
O -1.43 1.09 1.51  -0.964
S -0.24 -0.45 -0.94  1.380
S -0.14 0.38 2.13  1.709
H 1.65 0.31 -2.24  0.205
H -1.24 0.92 0.48  0.491
H 1.49 -1.54 -1.81  0.217



[5]
The following is a quantum chemistry calculation of a 2-piece molecular cluster, C3H8NO overall in a non-equilibrium geometry, from the Open Molecules 2025 dataset.

Computed properties:
Highest occupied orbital energy = -14.760 eV
LUMO level = -5.18 eV
Frontier orbital gap = 9.579 eV
Charge = +1
Largest force on an atom = 1.9 eV/A

Each line ends with the natural charge from an NBO analysis.
Element x y z (Å)
C -0.50 2.60 -0.04  0.147
N -0.20 1.61 -0.78  -0.586
H -0.27 2.60 1.01  0.240
H -0.86 3.46 -0.61  0.223
H 0.07 0.66 -0.35  0.453
H -0.01 1.77 -1.75  0.429
O 0.81 -0.38 0.55  -0.588
C 0.66 -1.58 0.45  0.510
C -0.61 -2.18 -0.11  -0.732
H 1.35 -2.37 0.79  0.157
H -1.25 -2.51 0.71  0.273
H -0.39 -3.11 -0.62  0.257
H -1.08 -1.42 -0.72  0.217



[6]
The following is a quantum chemistry calculation of C25H69BBr2O27P6SSi2 as an isolated structure in a non-equilibrium geometry, from the Open Molecules 2025 dataset.

Computed properties:
Highest occupied orbital energy = -8.731 eV
LUMO level = -0.24 eV
Frontier orbital gap = 8.494 eV
Charge = 0
Largest force on an atom = 7.3 eV/A

Each line ends with the Löwdin charge.
Element x y z (Å)
C 3.19 1.55 -0.93  -0.104
C 2.09 2.40 -0.27  -0.200
B 0.86 2.72 -1.19  -0.449
O 0.84 2.38 -2.53  0.058
Si -0.75 3.62 -0.33  0.534
O -2.16 2.78 -0.64  -0.375
Si -3.55 3.07 0.20  0.190
S -3.31 3.28 2.32  0.485
C -4.64 1.57 -0.14  -0.235
C -6.00 1.92 -0.69  -0.337
O -6.67 1.14 -1.30  0.041
C -0.89 5.40 -0.91  -0.821
Br -1.56 5.70 -2.66  0.694
C -0.50 6.41 -0.13  -0.825
C 0.07 6.25 1.25  -0.162
Br -0.62 8.22 -0.72  0.721
H 2.87 0.50 -0.95  0.074
H 3.46 1.90 -1.92  0.069
H 4.08 1.59 -0.31  0.071
H 1.68 1.85 0.58  0.061
H 2.49 3.35 0.11  0.112
H 1.11 3.11 -3.09  0.118
H -0.50 3.63 1.13  0.007
H -4.25 4.28 -0.27  0.006
H -2.25 2.50 2.56  -0.193
H -4.75 1.05 0.82  0.071
H -4.11 0.89 -0.80  0.088
H -6.34 2.96 -0.51  0.105
H 0.36 7.17 1.73  0.063
H 0.96 5.62 1.16  0.083
H -0.61 5.70 1.91  0.058
C 1.19 2.78 6.56  -0.073
O 1.22 4.19 6.89  -0.235
P 1.23 5.24 5.67  0.435
O 2.50 5.01 4.95  -0.243
O 1.24 6.53 6.62  -0.260
C 2.08 6.60 7.78  -0.096
O 0.28 5.91 4.57  -0.229
C -0.63 6.99 4.85  -0.091
H 0.92 2.23 7.46  0.089
H 0.46 2.56 5.79  0.084
H 2.18 2.47 6.23  0.091
H 3.07 6.19 7.57  0.092
H 1.62 6.07 8.61  0.084
H 2.17 7.65 8.04  0.087
H -0.09 7.93 4.91  0.093
H -1.18 6.82 5.77  0.089
H -1.34 7.04 4.02  0.082
C -3.95 -1.91 -5.20  -0.089
O -2.72 -1.17 -5.15  -0.232
P -1.38 -1.90 -5.67  0.420
O -1.19 -3.10 -4.83  -0.243
O -0.43 -0.67 -5.30  -0.253
C -0.53 0.02 -4.05  -0.084
O -0.65 -2.20 -7.05  -0.211
C 0.11 -1.22 -7.78  -0.082
H -4.77 -1.20 -5.15  0.087
H -4.04 -2.48 -6.13  0.085
H -4.00 -2.59 -4.35  0.089
H -0.68 -0.68 -3.23  0.089
H -1.35 0.74 -4.09  0.090
H 0.40 0.56 -3.90  0.070
H 1.09 -1.11 -7.33  0.086
H -0.39 -0.26 -7.81  0.087
H 0.22 -1.59 -8.80  0.087
C 2.77 -3.77 5.70  -0.097
O 1.61 -3.30 5.01  -0.269
P 1.52 -1.70 4.65  0.536
O 1.45 -1.11 6.02  -0.257
O 0.04 -1.95 4.02  -0.269
C -0.82 -2.93 4.62  -0.090
O 1.71 -0.36 3.78  -0.219
C 1.04 -0.12 2.53  -0.083
H 2.83 -4.84 5.56  0.085
H 3.69 -3.31 5.32  0.083
H 2.68 -3.55 6.77  0.087
H -0.75 -2.88 5.70  0.090
H -0.53 -3.91 4.25  0.084
H -1.84 -2.71 4.29  0.076
H 0.02 0.20 2.73  0.091
H 1.04 -1.00 1.89  0.094
H 1.58 0.68 2.03  0.062
C 3.03 -7.02 0.87  -0.092
O 1.83 -6.62 0.18  -0.237
P 1.54 -5.03 0.05  0.441
O 1.44 -4.50 1.42  -0.240
O 0.12 -5.30 -0.68  -0.264
C -0.80 -6.28 -0.22  -0.096
O 1.87 -3.79 -0.90  -0.218
C 1.30 -3.59 -2.20  -0.080
H 3.24 -8.05 0.58  0.086
H 3.88 -6.40 0.59  0.085
H 2.87 -6.97 1.94  0.087
H -0.86 -6.28 0.87  0.088
H -0.51 -7.27 -0.57  0.083
H -1.77 -6.03 -0.63  0.089
H 0.29 -3.20 -2.10  0.084
H 1.27 -4.50 -2.79  0.091
H 1.92 -2.86 -2.72  0.091
C -6.39 -0.69 6.49  -0.086
O -6.77 -0.85 5.11  -0.231
P -5.60 -0.74 4.01  0.415
O -5.01 0.60 4.11  -0.249
O -6.62 -0.91 2.77  -0.263
C -7.85 -0.20 2.71  -0.090
O -4.49 -1.70 3.40  -0.215
C -4.77 -2.70 2.41  -0.082
H -7.18 -1.11 7.10  0.086
H -5.46 -1.21 6.72  0.086
H -6.28 0.37 6.72  0.090
H -7.73 0.83 3.06  0.091
H -8.61 -0.71 3.31  0.084
H -8.17 -0.19 1.67  0.089
H -4.83 -2.24 1.43  0.091
H -5.68 -3.25 2.62  0.089
H -3.93 -3.40 2.42  0.085
C 4.76 -3.94 -8.16  -0.086
O 5.53 -2.80 -8.61  -0.238
P 5.63 -1.53 -7.61  0.442
O 4.25 -1.06 -7.39  -0.233
O 6.47 -0.68 -8.69  -0.270
C 6.11 -0.64 -10.07  -0.096
O 6.50 -0.97 -6.39  -0.212
C 7.83 -0.46 -6.53  -0.090
H 5.07 -4.79 -8.77  0.086
H 4.95 -4.16 -7.12  0.086
H 3.70 -3.75 -8.31  0.088
H 5.03 -0.55 -10.20  0.091
H 6.48 -1.52 -10.59  0.083
H 6.60 0.24 -10.50  0.088
H 7.79 0.55 -6.91  0.092
H 8.44 -1.08 -7.18  0.087
H 8.27 -0.45 -5.53  0.089